Formula: C3H5Br3Ca2F2O5PRb
Source: the OMol25 dataset
Level of theory: ωB97M-V with the def2-TZVPD basis set

The geometry in ORCA input format:
```
! wB97M-V def2-TZVPD RIJCOSX def2/J DEFGRID3
* xyz 2 1
C 2.179 2.002 -0.814
Br 2.013 -2.955 2.192
F -2.036 0.176 0.311
H 2.272 1.600 0.195
C 2.070 -1.295 3.260
P -1.829 -1.421 0.360
Ca -0.764 -0.573 -2.930
H 3.234 1.914 -1.073
O -0.061 1.302 -1.375
Br 3.463 -0.234 2.484
O -1.074 -1.713 -0.945
F -0.875 -1.394 1.676
Ca -2.262 2.049 -0.927
H -3.254 0.744 -3.028
H 1.118 -0.780 3.136
C 1.172 1.210 -1.597
O -2.719 0.327 -2.326
O -3.243 -2.061 0.531
Rb -5.232 -0.791 -1.258
H 1.956 3.043 -0.582
Br 2.404 -1.580 5.223
O 1.468 0.433 -2.512
*
```

Values from the calculation:
E_HOMO = -13.76 eV
ΔE to the lowest compared entry with this formula, charge and spin = 0.0 kJ/mol